# 1
{
  "formula": "C34H44N8PS2Ti",
  "method": "ωB97M-V/def2-TZVPD",
  "elements": ["Ti", "S", "S", "P", "N", "N", "N", "N", "N", "N", "N", "N", "C", "C", "C", "C", "C", "C", "C", "C", "C", "C", "C", "C", "C", "C", "C", "C", "C", "C", "C", "C", "C", "C", "C", "C", "C", "C", "C", "C", "C", "C", "C", "C", "C", "C", "H", "H", "H", "H", "H", "H", "H", "H", "H", "H", "H", "H", "H", "H", "H", "H", "H", "H", "H", "H", "H", "H", "H", "H", "H", "H", "H", "H", "H", "H", "H", "H", "H", "H", "H", "H", "H", "H", "H", "H", "H", "H", "H", "H"],
  "xyz": [[0.722823, -0.157539, 0.372106], [0.216659, 1.251962, -4.008124], [0.628794, -0.475868, 2.743547], [-1.105756, 1.644430, 0.613758], [3.099797, 0.633127, 2.353496], [0.983160, 0.498778, -1.455630], [2.299825, -1.676159, 0.235662], [2.040832, 3.097553, -1.038427], [2.570213, 1.112756, 1.157588], [2.786636, -0.557513, 4.250931], [4.005055, -2.911618, -0.317943], [-0.862736, -1.105793, -0.057388], [2.297532, -0.060722, 3.091308], [-3.664205, 1.613550, 1.866627], [-0.196818, -4.701123, -0.719688], [-2.787790, -1.263503, -1.578222], [3.739957, -0.862447, -1.687522], [-1.460841, -3.134488, 1.197880], [-2.093761, 0.874650, -0.700151], [2.324390, -2.798366, 1.052596], [-4.814163, 1.449957, -3.300788], [3.336663, -1.779032, -0.589388], [-0.631597, -6.799225, 0.607439], [-2.168862, 1.407923, 2.111318], [3.378695, -3.572221, 0.716934], [-3.830331, 0.767576, -2.391952], [3.070059, 4.107627, -2.951608], [-0.847597, -2.540073, 0.087905], [-3.018150, 1.496103, -1.531519], [-1.933436, -0.516040, -0.771355], [4.412381, 2.980431, -1.344087], [3.397071, 1.924149, 0.607975], [0.646543, 0.820745, -2.549128], [-0.720920, -5.311396, 0.411338], [0.273192, -2.729403, -2.185546], [-1.678559, 2.218276, 3.311498], [0.229140, 3.994979, 1.228952], [4.318961, 3.693636, -2.529076], [-0.850615, 3.435748, 0.290531], [-1.366843, -4.511570, 1.347194], [-0.253326, -3.324885, -0.908773], [-3.720203, -0.620716, -2.372886], [3.246036, 2.684284, -0.644093], [-2.083592, 4.341099, 0.355656], [-2.261773, -2.331130, 2.183223], [1.967675, 3.794322, -2.165023], [-1.790793, 5.347450, 0.049842], [-4.365867, -1.213526, -3.010182], [-3.122155, 2.571969, -1.516313], [-0.446310, 3.428131, -0.725170], [0.623861, 4.920712, 0.808304], [2.157576, -0.960371, 4.920632], [-4.781411, 2.531567, -3.177846], [-0.137973, -7.280860, -0.235012], [-0.600197, 2.145283, 3.452593], [-1.625299, -1.790104, 2.884805], [0.618330, -3.517929, -2.852703], [3.735024, -4.507347, 1.108097], [-4.050813, 0.938718, 1.103688], [-3.894428, 2.634659, 1.562722], [1.097444, -2.041245, -2.010167], [5.205656, 3.928303, -3.102450], [-2.898358, -1.607015, 1.672117], [-1.948424, 3.269995, 3.212782], [3.683683, -0.225262, 4.564261], [-0.189866, 4.228279, 2.206738], [-4.598020, 1.224205, -4.346012], [4.777372, -1.046070, -1.964811], [-2.461266, 4.413758, 1.375432], [-2.702633, -2.342060, -1.600565], [-1.835216, -4.974426, 2.209262], [-0.497341, -2.158299, -2.707517], [-2.904222, -2.989944, 2.765459], [1.061378, 3.307658, 1.360974], [4.834536, -3.213970, -0.800455], [0.977530, 4.121467, -2.464277], [3.631986, 0.175552, -1.388012], [0.264993, -5.312999, -1.486737], [1.576696, -2.958372, 1.809214], [-5.833256, 1.117612, -3.098302], [-2.011672, 0.351250, 2.337755], [2.941632, 4.671468, -3.864793], [4.345383, 2.059168, 1.125530], [-1.623924, -7.239065, 0.714937], [-4.204246, 1.418070, 2.795403], [-0.071356, -7.039828, 1.512430], [-2.905073, 4.028054, -0.283531], [5.371865, 2.654314, -0.963136], [-2.158897, 1.842147, 4.216188], [3.113856, -1.013891, -2.568285]],
  "atomic_forces_ev_per_a": [[-0.01, -0.16, 0.06], [0.00, 0.00, 0.00], [0.02, 0.03, 0.00], [0.00, -0.01, 0.00], [-0.03, 0.00, 0.00], [0.04, 0.03, 0.00], [0.00, 0.04, 0.01], [0.01, 0.00, -0.01], [-0.01, 0.02, -0.01], [0.01, 0.03, 0.00], [0.00, 0.00, -0.02], [-0.01, 0.10, -0.02], [0.02, -0.05, -0.03], [0.01, 0.01, 0.01], [0.01, 0.00, -0.01], [-0.01, 0.02, -0.01], [0.01, 0.01, 0.01], [0.00, -0.02, 0.00], [-0.02, 0.02, -0.03], [0.02, -0.03, -0.01], [0.00, 0.01, 0.00], [0.01, -0.01, 0.02], [0.00, 0.00, 0.00], [-0.03, -0.01, 0.00], [-0.02, 0.01, 0.01], [0.00, 0.00, 0.00], [-0.01, 0.01, -0.01], [0.03, 0.02, -0.02], [-0.01, 0.00, -0.01], [0.02, -0.03, 0.02], [0.00, 0.00, 0.00], [-0.01, 0.01, -0.01], [-0.01, -0.03, 0.00], [0.00, -0.01, -0.01], [-0.01, 0.01, -0.01], [0.00, 0.01, 0.00], [0.00, -0.01, 0.00], [0.01, 0.00, 0.00], [0.01, 0.03, 0.03], [-0.01, 0.02, 0.01], [-0.01, -0.01, 0.03], [0.00, -0.01, 0.00], [-0.01, 0.00, 0.00], [-0.01, -0.01, 0.00], [-0.01, 0.00, 0.00], [0.01, 0.00, 0.01], [0.00, 0.00, 0.00], [0.00, 0.00, 0.00], [0.00, -0.02, 0.00], [0.00, 0.00, -0.01], [0.00, 0.00, 0.00], [-0.01, 0.01, 0.00], [0.00, 0.00, 0.00], [0.00, 0.00, 0.00], [0.00, -0.01, -0.01], [0.00, -0.01, -0.01], [0.00, 0.00, 0.00], [0.00, 0.00, 0.00], [0.00, 0.00, 0.00], [0.00, 0.00, 0.00], [0.00, -0.01, 0.00], [0.00, 0.00, 0.00], [0.00, 0.00, 0.00], [0.01, -0.01, 0.01], [0.00, -0.01, 0.00], [0.00, 0.00, 0.00], [0.00, 0.00, 0.00], [0.00, 0.00, 0.00], [0.00, 0.00, -0.01], [0.00, 0.00, 0.00], [0.00, 0.00, 0.00], [0.00, 0.00, 0.00], [0.00, 0.00, 0.00], [-0.01, 0.01, 0.00], [0.00, 0.00, 0.00], [0.00, 0.01, 0.00], [0.00, -0.01, -0.01], [0.00, 0.00, 0.00], [0.00, 0.00, 0.00], [0.00, 0.00, 0.00], [0.00, 0.00, 0.00], [0.00, 0.00, 0.00], [0.00, 0.00, 0.00], [0.00, 0.00, 0.00], [0.00, 0.00, 0.00], [0.00, 0.00, 0.00], [0.02, 0.01, 0.01], [0.00, 0.00, 0.00], [0.00, 0.00, 0.00], [0.00, -0.01, 0.00]],
  "homo_energy_ha": -0.3811,
  "max_force_ev_per_a": 0.2,
  "e_above_lowest_ev": 0.0000,
  "total_charge": 1,
  "e_tot_ev": -101967.186
}

=====

# 2
{
  "formula": "C8H10ClN3O3",
  "method": "ωB97M-V/def2-TZVPD",
  "elements": ["Cl", "O", "O", "O", "N", "N", "N", "C", "C", "C", "C", "C", "C", "C", "C", "H", "H", "H", "H", "H", "H", "H", "H", "H", "H"],
  "xyz": [[2.481218, 0.721768, 1.797447], [-3.101628, 0.575994, -1.259094], [-2.561989, -1.204533, -0.245594], [-3.248531, 1.675569, 1.309054], [-2.403358, -0.056066, -0.558363], [0.191284, 1.663466, 2.314002], [-1.126023, 1.961076, 2.203912], [0.839182, -0.535067, -0.575282], [-2.048916, 1.453420, 1.274043], [0.897317, -1.907178, 0.243206], [2.192978, 0.058247, -1.023946], [0.812286, 0.951310, 1.463090], [0.002299, -0.744654, -1.875202], [0.126169, 0.407468, 0.327377], [-1.362819, 0.687938, 0.202502], [2.131736, 1.192144, -0.825044], [0.624151, -1.139741, -2.572076], [1.068263, -2.620377, -0.633891], [-0.788279, -1.468054, -1.559283], [3.100566, -0.382659, -0.486229], [-0.232414, 0.291658, -2.200480], [1.677374, -1.875091, 1.006287], [2.210161, 0.048832, -2.215223], [-1.506143, 2.470544, 3.016505], [0.025115, -2.226015, 0.872280]],
  "atomic_forces_ev_per_a": [[0.14, -0.10, 0.35], [-1.14, 1.34, -1.88], [0.02, -1.32, 0.32], [1.08, -0.11, 0.59], [1.49, 0.17, 1.44], [-1.31, 1.28, 1.39], [0.49, -0.45, 0.22], [-0.77, -0.69, -0.03], [0.23, 0.22, -0.99], [0.28, -0.24, -1.30], [0.51, 1.38, -1.40], [-1.55, 0.46, -0.59], [-1.25, 1.03, 3.39], [-4.80, 0.03, -0.84], [4.59, -0.49, 2.32], [0.53, -1.66, -0.18], [1.62, -1.51, -2.13], [0.08, 0.26, 1.82], [0.18, 1.03, -1.14], [-1.25, 0.65, -1.28], [-0.71, -0.90, -0.09], [0.51, -0.19, -0.58], [0.56, -0.44, 2.62], [0.35, -0.42, -0.75], [0.11, 0.66, -1.26]],
  "homo_energy_ha": [-0.3537, -0.3537],
  "smiles": "CC(C)(C)c1c(Cl)n[nH]c(=O)c1[N+](=O)[O-]",
  "max_force_ev_per_a": 5.2,
  "e_above_lowest_ev": 1.8979,
  "total_charge": 0,
  "e_tot_ev": -31587.699
}